{
  "formula": "C24H85NO23PS2",
  "method": "wB97M-V/def2-TZVPD",
  "symbols": ["C", "C", "C", "C", "C", "C", "O", "S", "O", "O", "N", "S", "O", "O", "P", "C", "O", "H", "H", "H", "H", "H", "H", "H", "H", "H", "H", "H", "H", "H", "H", "H", "H", "H", "C", "O", "H", "H", "H", "H", "C", "O", "H", "H", "H", "H", "C", "O", "H", "H", "H", "H", "C", "O", "H", "H", "H", "H", "C", "O", "H", "H", "H", "H", "C", "O", "H", "H", "H", "H", "C", "O", "H", "H", "H", "H", "C", "O", "H", "H", "H", "H", "C", "O", "H", "H", "H", "H", "C", "O", "H", "H", "H", "H", "C", "O", "H", "H", "H", "H", "C", "O", "H", "H", "H", "H", "C", "O", "H", "H", "H", "H", "C", "O", "H", "H", "H", "H", "C", "O", "H", "H", "H", "H", "C", "O", "H", "H", "H", "H", "C", "O", "H", "H", "H", "H"],
  "coordinates": [[6.238, -3.818, 3.355], [6.411, -2.300, 3.044], [6.919, -1.531, 4.313], [5.190, -1.616, 2.364], [5.253, -1.740, 0.798], [3.807, -2.122, 2.827], [3.481, -1.759, 4.185], [2.214, -0.692, 4.260], [2.387, 0.435, 3.286], [2.326, -0.097, 5.624], [0.705, -1.429, 4.217], [0.265, -2.034, 2.712], [-1.231, -2.193, 2.761], [0.597, -1.175, 1.541], [1.047, -4.001, 2.299], [1.180, -4.822, 3.971], [-0.088, -4.847, 1.355], [5.263, -4.095, 3.784], [6.997, -4.072, 4.128], [6.516, -4.433, 2.478], [7.250, -2.227, 2.317], [7.215, -0.517, 3.990], [7.864, -2.028, 4.620], [6.193, -1.538, 5.138], [5.252, -0.531, 2.573], [5.944, -0.946, 0.429], [5.627, -2.727, 0.472], [4.254, -1.535, 0.379], [3.055, -1.709, 2.124], [3.702, -3.223, 2.756], [2.248, -4.746, 4.251], [0.917, -5.880, 3.878], [0.580, -4.262, 4.709], [0.388, -5.196, 0.607], [3.082, 3.685, 5.905], [2.996, 2.807, 7.019], [2.975, 4.709, 6.265], [4.054, 3.578, 5.413], [2.283, 3.469, 5.191], [3.092, 1.909, 6.678], [-4.664, -2.990, 3.503], [-3.922, -4.156, 3.834], [-5.724, -3.185, 3.673], [-4.343, -2.158, 4.136], [-4.509, -2.740, 2.452], [-2.993, -3.947, 3.672], [8.451, 1.159, -0.381], [8.315, -0.141, 0.186], [7.571, 1.365, -0.987], [8.526, 1.906, 0.414], [9.339, 1.198, -1.013], [9.098, -0.304, 0.714], [-2.006, 1.404, -0.299], [-2.121, 0.127, 0.305], [-2.914, 1.602, -0.868], [-1.889, 2.175, 0.469], [-1.148, 1.424, -0.977], [-1.308, -0.029, 0.802], [-3.778, 2.624, -3.784], [-3.123, 3.459, -2.835], [-3.136, 2.523, -4.657], [-3.955, 1.634, -3.352], [-4.724, 3.072, -4.086], [-3.703, 3.535, -2.075], [-0.997, -4.968, 7.422], [-0.632, -3.994, 6.455], [-0.565, -5.922, 7.126], [-0.609, -4.687, 8.406], [-2.086, -5.065, 7.469], [-1.017, -3.157, 6.725], [-5.601, 5.130, -6.684], [-4.879, 3.946, -6.335], [-6.662, 4.944, -6.555], [-5.300, 5.956, -6.036], [-5.405, 5.387, -7.726], [-3.946, 4.132, -6.456], [0.544, 3.788, 2.240], [0.444, 2.949, 3.377], [0.433, 4.823, 2.564], [1.521, 3.664, 1.763], [-0.247, 3.551, 1.522], [0.550, 2.039, 3.073], [10.305, 0.266, -3.952], [9.632, -0.300, -2.831], [10.742, 1.214, -3.652], [11.099, -0.406, -4.292], [9.594, 0.441, -4.766], [9.251, -1.133, -3.113], [-8.493, 3.681, -3.803], [-8.426, 3.288, -5.170], [-9.540, 3.788, -3.528], [-8.032, 2.919, -3.169], [-7.984, 4.638, -3.659], [-7.496, 3.197, -5.394], [-1.823, -7.799, 5.217], [-0.830, -7.068, 4.507], [-1.327, -8.418, 5.964], [-2.509, -7.112, 5.719], [-2.382, -8.442, 4.532], [-1.284, -6.526, 3.854], [-7.412, 2.899, -8.953], [-6.677, 3.811, -9.771], [-8.449, 2.892, -9.279], [-6.998, 1.893, -9.052], [-7.366, 3.218, -7.910], [-5.767, 3.798, -9.463], [-8.646, 7.259, -7.926], [-7.300, 6.799, -7.981], [-8.721, 8.011, -7.142], [-8.933, 7.708, -8.881], [-9.319, 6.430, -7.692], [-7.254, 6.136, -8.679], [2.837, -7.775, 5.054], [3.603, -6.917, 4.213], [1.803, -7.767, 4.715], [3.230, -8.794, 4.997], [2.880, -7.416, 6.087], [4.507, -6.941, 4.534], [-7.880, 5.566, -12.927], [-7.971, 4.282, -12.327], [-8.790, 5.746, -13.496], [-7.780, 6.337, -12.157], [-7.021, 5.609, -13.603], [-7.158, 4.140, -11.827], [11.205, 4.653, -3.277], [10.873, 3.531, -4.089], [11.710, 4.293, -2.383], [11.873, 5.328, -3.819], [10.298, 5.188, -2.984], [10.429, 3.864, -4.871], [-8.243, -2.597, 5.493], [-7.505, -3.765, 5.826], [-9.300, -2.791, 5.662], [-7.924, -1.764, 6.126], [-8.089, -2.346, 4.440], [-6.578, -3.566, 5.667]],
  "charge": -1,
  "total_energy_ev": -105800.959,
  "homo_ev": -5.7,
  "lumo_ev": 1.44,
  "max_force_ev_per_a": 5.346
}